Entry 1:
Computed, not measured: a molecular structure, C8H14INS, with wB97M-V/def2-TZVPD.

Geometry (Å):
C1 1.5051 0.0464 0.3663
C2 0.1412 -1.5525 1.8901
C3 2.7210 0.6594 1.1182
C4 -1.0385 1.5887 -1.5041
C5 -2.1155 0.3723 0.1636
C6 -0.9204 -0.9726 -1.5427
C7 0.2881 0.5823 0.2130
C8 -0.8903 0.3045 -0.7035
N1 1.7147 -1.3127 0.0085
S1 1.2212 -2.4901 1.1074
I1 -1.0457 -2.7070 3.2928
H1 3.5866 0.0971 0.9357
H2 2.8219 1.6592 0.7491
H3 2.5233 0.5673 2.1842
H4 -1.8079 1.5877 -2.1643
H5 -1.2241 2.3369 -0.7980
H6 -0.0606 1.8787 -2.1302
H7 -2.0730 1.2199 0.7434
H8 -2.9404 0.4946 -0.4115
H9 -2.1738 -0.3068 0.9121
H10 -1.1841 -0.7217 -2.5471
H11 -1.7218 -1.6187 -1.0550
H12 -0.0628 -1.5972 -1.5856
H13 -0.0065 1.4030 0.8263
H14 2.7423 -1.5190 -0.0688

Spin multiplicity: 1
Energy relative to the best compared isomer or geometry (same formula, charge and spin), kcal/mol: 58.3
Strongest force on any atom, eV/A: 5.1
HOMO-LUMO gap, eV: 7.57

***

Entry 2:
Computed, not measured: a molecular structure, C8H14Li3O6, with wB97M-V/def2-TZVPD.

Geometry (Å):
Li1 -2.5439 0.5272 1.4523
Li2 -1.4779 2.1567 -1.0867
Li3 -4.5116 1.2698 -0.6853
C1 -2.5391 -0.0103 -1.3329
O1 -1.3646 0.4631 -1.6561
O2 -3.5784 0.1877 -1.9693
O3 -2.6837 -0.5225 -0.1330
C2 -3.1200 2.4648 0.5969
O4 -3.5354 3.0648 -0.4579
O5 -1.8085 2.2606 0.7067
O6 -3.9640 1.9446 1.3432
C3 1.1533 1.4126 2.4915
C4 0.9130 0.0880 1.7175
C5 1.5481 -0.1505 0.4301
C6 1.0558 -1.4512 -0.2631
C7 1.5697 -1.7428 -1.6520
C8 3.0033 -2.3512 -1.7597
H1 0.1471 1.5531 2.9824
H2 1.3338 2.2345 1.7849
H3 1.9103 1.3886 3.2470
H4 1.1243 -0.7914 2.4000
H5 -0.2112 0.0453 1.5251
H6 2.6412 -0.1398 0.5951
H7 1.3828 0.5546 -0.3870
H8 1.1993 -2.3722 0.3169
H9 -0.0558 -1.2920 -0.3763
H10 0.8533 -2.3237 -2.2577
H11 1.6597 -0.7800 -2.2142
H12 3.3382 -2.4286 -2.8239
H13 3.7642 -1.8992 -1.1341
H14 2.7969 -3.3605 -1.4002

Spin multiplicity: 1
Strongest force on any atom, eV/A: 3.5
HOMO-LUMO gap, eV: 6.82
Net charge: -1

***

Entry 3:
Computed, not measured: a molecular structure, C8H14MnN2P, with wB97M-V/def2-TZVPD.

Geometry (Å):
C1 1.0658 2.5360 -1.5255
C2 2.4734 2.2385 -1.7837
C3 2.6010 1.2133 -2.8124
C4 1.2374 0.9017 -3.1759
C5 0.2818 1.7069 -2.4125
Mn1 -1.5737 1.5365 -0.0797
P1 -2.8538 2.8202 1.6496
H1 0.6315 3.4477 -1.0242
H2 3.3233 2.7672 -1.3830
H3 3.5301 0.7207 -3.1227
H4 -0.7064 2.0760 -2.8153
H5 0.9553 0.2030 -3.9503
H6 -4.2060 3.1480 1.3713
H7 -2.4490 3.8988 2.4935
H8 -2.9474 1.7462 2.5799
C6 0.2827 -3.8640 0.5780
N1 -0.0363 -2.5780 1.2494
C7 -0.3818 -2.5674 2.6841
C8 -0.2615 -1.4381 0.6447
N2 -0.6303 -0.2892 0.5053
H9 0.2171 -4.7026 1.2728
H10 1.2905 -3.8636 0.1480
H11 -0.4079 -4.0611 -0.2507
H12 0.3342 -1.9398 3.2258
H13 -1.3673 -2.0985 2.8087
H14 -0.4025 -3.5587 3.1250

Spin multiplicity: 5
Energy relative to the best compared isomer or geometry (same formula, charge and spin), kcal/mol: 12.4
Strongest force on any atom, eV/A: 5.1
HOMO-LUMO gap (spin up / spin down), eV: 5.26 / 5.52
Expectation value of S²: 6.2130

***

Entry 4:
Computed, not measured: a molecular structure, C8H14N, with wB97M-V/def2-TZVPD.

Geometry (Å):
C1 -1.1776 0.4167 0.0067
C2 0.0558 0.8606 -0.0173
C3 -0.9717 -0.9792 0.0393
C4 -1.4456 -2.1923 -0.0437
C5 0.8892 -0.3862 0.0943
C6 -2.5100 1.0020 0.1924
C7 0.5757 2.2319 -0.2848
C8 1.7129 -0.5806 1.3813
N1 1.7019 -0.8422 -1.1590
H1 -0.7930 -2.9829 0.0494
H2 -2.4198 -2.5858 -0.4233
H3 -2.8693 0.4372 0.9825
H4 -2.9612 0.7052 -0.7708
H5 -2.7126 2.1032 0.2029
H6 -0.2704 2.9483 -0.0683
H7 0.7884 2.1939 -1.3152
H8 1.4528 2.4545 0.4065
H9 2.5083 0.0571 1.2537
H10 2.0681 -1.6454 1.4390
H11 0.9579 -0.3226 2.2664
H12 1.6639 -0.1586 -1.9599
H13 1.1474 -1.6666 -1.5351
H14 2.6091 -1.0682 -0.7370

Spin multiplicity: 3
Energy relative to the best compared isomer or geometry (same formula, charge and spin), kcal/mol: 52.8
Strongest force on any atom, eV/A: 9.0
HOMO-LUMO gap (spin up / spin down), eV: 5.54 / 7.25
Net charge: +1
Expectation value of S²: 2.0099

***

Entry 5:
Computed, not measured: 2 unconnected molecules or ions with the total composition C8H14N2, with wB97M-V/def2-TZVPD.

Geometry (Å):
C1 -3.2454 0.7690 -0.1709
C2 -3.1959 -0.6481 -0.4715
C3 -2.1441 1.1791 0.4896
C4 -1.9737 -1.0958 -0.0053
C5 1.8830 1.3801 -0.0101
C6 2.4465 -1.0681 0.7543
C7 1.0440 -0.4802 -1.4362
C8 1.5329 -0.0633 -0.0293
N1 -1.3889 -0.0188 0.6881
N2 -0.2796 -0.2934 1.3498
H1 -4.0291 1.5310 -0.4255
H2 -3.7319 -1.1747 -1.2275
H3 -2.0180 2.0905 1.0807
H4 -1.5346 -2.0335 0.2772
H5 2.3137 1.7558 0.8911
H6 2.6321 1.3913 -0.8620
H7 1.0736 2.0278 -0.2403
H8 2.0217 -2.0994 0.8432
H9 2.7147 -0.6608 1.7696
H10 3.4547 -1.2665 0.2218
H11 0.6637 -1.5741 -1.5751
H12 0.0971 0.1648 -1.6992
H13 1.7516 -0.1925 -2.2501
H14 -0.0879 0.3794 2.0374

Spin multiplicity: 1
Energy relative to the best compared isomer or geometry (same formula, charge and spin), kcal/mol: 108.6
Strongest force on any atom, eV/A: 4.0
HOMO-LUMO gap (spin up / spin down), eV: 7.41 / 7.62

***

Entry 6:
Computed, not measured: a molecular structure, C8H14N2O3, with wB97M-V/def2-TZVPD.

Geometry (Å):
C1 -1.3990 1.3189 -1.0003
C2 -0.0528 0.5393 -1.0729
C3 -1.3566 2.7156 -0.5270
C4 -1.4298 2.8856 1.1022
C5 -1.7780 1.1544 1.5193
C6 1.4334 -1.0592 -0.2783
C7 1.2415 -2.5842 0.1401
C8 2.5748 -0.4384 0.4804
H1 -2.3252 -0.2898 0.0261
H2 -2.1979 1.0568 -1.9962
H3 -2.1307 3.3584 -0.9562
H4 -0.4075 3.1486 -1.1364
H5 -0.3313 3.3722 1.9014
H6 -2.5238 3.8809 1.2346
H7 -2.8409 1.0338 2.2318
H8 -0.7654 0.4400 2.0058
H9 -0.4367 -0.5736 0.5418
H10 1.5707 -0.8574 -1.3645
H11 3.5794 -0.9856 0.4089
H12 2.4864 -0.4498 1.5807
H13 2.6265 0.6598 0.2019
H14 -0.1692 -3.5879 0.8882
N1 -2.2961 0.7167 0.0339
N2 0.2091 -0.3311 -0.1049
O1 0.7459 0.9509 -1.8478
O2 2.1711 -3.2563 0.3805
O3 -0.0328 -2.7069 0.5609

Spin multiplicity: 1
Energy relative to the best compared isomer or geometry (same formula, charge and spin), kcal/mol: 175.8
Strongest force on any atom, eV/A: 6.0
HOMO-LUMO gap, eV: 9.28

***

Entry 7:
Computed, not measured: a single C8H14N2O3 molecule, with wB97M-V/def2-TZVPD.

Geometry (Å):
C1 -2.9885 -1.2182 0.6329
C2 -1.8701 -0.2223 0.3701
N1 -2.5112 0.8757 -0.4947
C3 -0.6840 -0.8049 -0.3134
O1 -0.7977 -1.7411 -1.0994
N2 0.3413 0.0894 -0.3543
C4 0.4370 1.1318 0.5501
C5 1.5122 2.0731 0.0894
C6 2.4754 0.9935 -0.5310
C7 1.6492 -0.3767 -0.7284
C8 2.0177 -1.4502 0.2430
O2 2.4106 -1.4091 1.3593
O3 1.7367 -2.6881 -0.3243
H1 -3.1625 -1.9700 -0.1525
H2 -3.9061 -0.7465 0.8269
H3 -2.6624 -1.9561 1.4740
H4 -1.5263 0.1739 1.3452
H5 -1.7284 1.3321 -1.0338
H6 -2.9784 1.5559 0.0076
H7 -0.5331 1.5610 0.5682
H8 0.5948 0.6944 1.5483
H9 1.1680 2.7252 -0.6663
H10 2.0513 2.6260 0.8200
H11 3.3698 0.8440 0.0690
H12 2.7341 1.3546 -1.4460
H13 1.8064 -0.6975 -1.7554
H14 1.0441 -2.7499 -1.0044

Spin multiplicity: 1
Energy relative to the best compared isomer or geometry (same formula, charge and spin), kcal/mol: 44.9
Structure (SMILES): C[C@H](N)C(=O)N1CCC[C@H]1C(=O)O
Strongest force on any atom, eV/A: 4.8
HOMO-LUMO gap, eV: 10.43

***

Entry 8:
Computed, not measured: 2 unconnected molecules or ions with the total composition C8H14N2O3Si, with wB97M-V/def2-TZVPD.

Geometry (Å):
C1 -2.4314 3.3585 -1.1740
C2 -3.4123 2.5337 -0.8114
O1 -3.5535 1.3273 -0.2381
Si1 -2.5512 0.6027 0.8064
O2 -1.7293 1.3072 1.8725
N1 -2.9227 -1.0482 0.5716
C3 -2.2762 -2.0989 0.3597
C4 -3.0271 -3.3761 0.5913
H1 -2.6107 4.2693 -1.7309
H2 -1.4466 3.1436 -0.8184
H3 -4.3500 2.7282 -1.0848
H4 -1.3070 -2.2492 0.0330
H5 -2.2560 -4.1730 0.8215
H6 -3.8167 -3.3418 1.4003
H7 -3.5180 -3.5260 -0.2734
H8 0.9924 -0.1586 -1.0810
N2 0.5895 0.2513 -0.2523
C5 1.4224 0.6800 0.6325
O3 1.0388 1.2123 1.8057
C6 2.9031 0.5575 0.5195
C7 3.7355 1.4294 1.1211
C8 3.4358 -0.2142 -0.6350
H9 0.0109 1.2164 1.7089
H10 4.7532 1.3865 1.0920
H11 3.5086 2.2038 1.8028
H12 4.4792 -0.6559 -0.4890
H13 3.7805 0.4537 -1.4456
H14 2.8361 -0.9367 -0.9874

Spin multiplicity: 1
Energy relative to the best compared isomer or geometry (same formula, charge and spin), kcal/mol: 81.4
Structure (SMILES): C=CO[Si](=O)/N=C/C.[H]/N=C(/O)C(=C)C
Strongest force on any atom, eV/A: 4.9
HOMO-LUMO gap, eV: 9.93

***

Entry 9:
Computed, not measured: a molecular structure, C8H14N2O5S, with wB97M-V/def2-TZVPD.

Geometry (Å):
C1 -2.1980 -0.6350 1.3634
C2 -1.4126 0.3486 0.3121
C3 -2.5472 0.3556 2.4787
C4 0.2253 0.1814 -1.4079
C5 0.6469 -1.1626 -2.1345
C6 1.1659 1.1914 -0.9855
C7 2.3490 0.7918 -0.3107
C8 3.5016 0.2077 -1.0961
H1 -2.2231 -2.6745 2.1105
H2 -1.1386 -1.7153 2.6931
H3 -2.9428 -1.0883 0.7412
H4 -1.5635 0.8432 2.8742
H5 -2.9824 -0.0625 3.4330
H6 -4.3484 2.0288 3.3566
H7 -0.6600 -1.5042 -0.1046
H8 -0.4659 0.5192 -2.0868
H9 1.5736 1.9254 -1.7569
H10 0.5981 1.9988 -0.5111
H11 2.6763 1.4508 0.2373
H12 2.2068 -0.1982 0.3931
H13 3.5448 1.8698 -2.2100
H14 1.7589 -1.9919 -3.3655
N1 -1.5921 -1.9312 1.7104
N2 -0.5206 -0.3924 -0.3243
O1 -1.6743 1.5254 0.2572
O2 0.2172 -2.3517 -1.7424
O3 3.8483 -0.9166 -0.7002
O4 4.2296 0.9959 -1.8888
O5 1.4884 -1.0861 -3.1095
S1 -3.7612 1.4766 1.7739

Spin multiplicity: 1
Energy relative to the best compared isomer or geometry (same formula, charge and spin), kcal/mol: 159.8
Strongest force on any atom, eV/A: 10.8
HOMO-LUMO gap, eV: 8.42